(1)
The following is a quantum chemistry calculation of C18H15Br4N6O2PPd as an isolated structure in a non-equilibrium geometry, from the OMol25 dataset.

- Total charge: -2
- Molecular weight: 804.37 Da
- Calculated total energy: -324882.32719 eV
- Energy above the lowest of the compared OMol25 structures with the same formula, charge and spin: 0.936 eV
- HOMO-LUMO gap: 3.916 eV

Structure (XYZ):
```
47
Properties=species:S:1:pos:R:3:lowdin_charge:R:1
Pd 0.0811 0.0808 -0.1638 1.003
C 1.2470 5.2318 1.0480 -0.112
N 0.5881 4.1464 0.3891 -0.166
C -0.4621 4.1954 -0.5070 -0.102
C -0.7168 2.9109 -0.8625 -0.146
N 0.1314 2.0706 -0.1967 -0.091
C 0.9385 2.8303 0.5711 -0.553
P 2.4097 2.4087 1.4672 0.903
C 2.8309 0.9379 0.5706 -0.553
N 2.0708 0.1308 -0.1970 -0.091
C 2.9115 -0.7174 -0.8626 -0.146
C 4.1957 -0.4635 -0.5065 -0.102
N 4.1469 0.5870 0.3896 -0.166
C 5.2321 1.2454 1.0493 -0.112
C 0.6063 0.6055 3.0706 -0.247
N -0.1997 -0.2008 2.3678 -0.055
C -0.9438 -0.9443 3.2562 -0.218
C -0.6166 -0.6174 4.5353 -0.168
N 0.3559 0.3546 4.4084 -0.237
C 1.0066 1.0049 5.5106 -0.110
H 0.8721 6.1817 0.6670 0.074
H 2.3279 5.1410 0.8709 0.042
H 1.0947 5.1833 2.1297 0.080
H -0.9263 5.1228 -0.7936 0.089
H -1.4528 2.5308 -1.5502 0.096
H 2.5312 -1.4534 -1.5503 0.096
H 5.1232 -0.9280 -0.7922 0.089
H 6.1820 0.8697 0.6690 0.074
H 5.1827 1.0927 2.1310 0.080
H 5.1419 2.3264 0.8724 0.042
H -1.6721 -1.6722 2.9234 0.075
H -0.9659 -0.9664 5.4960 0.069
H 0.6162 0.6137 6.4522 0.061
H 0.8381 2.0853 5.4827 0.063
H 2.0869 0.8366 5.4817 0.063
Br -3.4672 -5.8065 0.2249 0.612
C -2.9953 -3.9723 0.0670 -0.782
C -3.9722 -2.9953 0.0669 -0.782
Br -5.8065 -3.4670 0.2248 0.612
C -3.5892 -1.6505 -0.0449 -0.644
Br -4.8921 -0.2651 -0.0284 0.682
C -2.2608 -1.2367 -0.1767 -0.443
O -1.9408 0.0108 -0.3313 -0.238
C -1.2366 -2.2611 -0.1768 -0.443
O 0.0109 -1.9411 -0.3316 -0.238
C -1.6505 -3.5895 -0.0448 -0.644
Br -0.2653 -4.8924 -0.0283 0.683
```

=====

(2)
The following is a quantum chemistry calculation of one molecule with the formula C18H15ClN4OS in a non-equilibrium geometry, from the OMol25 dataset.

- SMILES: O=c1n(Cc2ccc(Cl)cc2)c2sc3c(c2c2ncnn12)CCCC3
- Molecular weight: 370.87 Da
- Calculated total energy: -50263.22271 eV
- HOMO-LUMO gap: 7.750 eV

Structure (XYZ):
```
40
Properties=species:S:1:pos:R:3:lowdin_charge:R:1
O -3.7055 -0.6045 0.5032 0.153
C -2.6009 -0.6794 0.1481 -0.525
N -1.6159 -0.2828 0.8728 -0.021
C -1.6321 0.4704 2.1249 -0.110
C -2.1537 1.8157 1.7298 -0.210
C -1.2645 2.4140 0.8613 0.027
C -1.5238 3.8711 0.6403 -0.034
C -2.5092 4.5354 1.2867 -0.821
Cl -2.8652 6.1662 1.0789 0.744
C -3.0471 3.9535 2.2663 -0.155
C -2.9396 2.5583 2.6063 0.048
C -0.1571 -0.5312 0.5164 -0.435
S 1.1300 -0.1414 1.4515 1.122
C 2.4469 -0.6621 0.2128 -0.274
C 1.6144 -1.4715 -0.9291 -0.202
C 0.3641 -1.1074 -0.7112 -0.186
C -0.7365 -1.7667 -1.4043 -0.274
N -0.7192 -2.4936 -2.4302 0.121
C -2.1752 -2.5195 -2.9651 -0.117
N -2.9581 -2.0245 -2.0633 0.083
N -2.1122 -1.4306 -1.0282 0.082
C 2.3826 -2.0978 -1.8389 -0.199
C 3.8917 -2.2704 -1.4435 -0.188
C 4.4850 -1.2079 -0.8342 -0.282
C 3.8059 -0.7199 0.2952 -0.283
H -2.7263 -0.0915 2.4808 0.203
H -1.0182 0.0566 2.7944 0.057
H -0.6756 1.8499 0.3723 0.019
H -1.0148 4.4582 -0.3889 0.180
H -3.7132 4.4643 3.0145 0.132
H -3.3033 2.1064 3.3897 0.062
H -2.6853 -3.2007 -3.7707 0.137
H 1.6475 -2.9097 -2.2361 0.157
H 2.2447 -1.4939 -2.7055 0.128
H 4.3636 -2.6494 -2.5378 0.178
H 3.7881 -3.3738 -0.7605 0.197
H 5.4003 -1.3630 -0.7691 0.067
H 4.2920 -0.4159 -1.4955 0.148
H 3.9775 0.2349 0.4887 0.091
H 4.0181 -1.4459 1.1773 0.178
```

=====

(3)
The following is a quantum chemistry calculation of C18H15ClTi as an isolated structure in a non-equilibrium geometry, from the OMol25 dataset.

- Total charge: -2
- Spin multiplicity: 3
- Molecular weight: 314.64 Da
- Calculated total energy: -54543.25181 eV
- HOMO-LUMO gap (alpha / beta): 4.150 / 4.754 eV

Structure (XYZ):
```
35
Properties=species:S:1:pos:R:3:lowdin_charge:R:1
C 0.2770 3.4188 -1.7717 -0.287
C -1.1794 3.2924 -1.7692 -0.239
C -1.5269 2.0665 -2.4098 -0.141
H -1.8452 4.1543 -1.6033 0.094
C -0.3338 1.3467 -2.6722 -0.179
C 0.8047 2.1660 -2.2923 -0.286
H 1.8662 1.9740 -2.4697 0.084
H 0.8649 4.3225 -1.5203 0.081
H -2.5300 1.8147 -2.7825 0.102
H -0.2746 0.4430 -3.2854 0.101
Ti -0.0244 1.8534 -0.2721 0.282
Cl -1.3424 2.3956 1.3725 -0.052
C -3.0270 -1.8699 0.0854 -0.217
C -2.6795 -2.1603 -1.2888 -0.226
C -3.4435 -1.2995 -2.1123 -0.256
H -1.9402 -2.8925 -1.5963 0.039
C -4.3146 -0.5067 -1.2909 -0.231
C -4.0621 -0.8844 0.0827 -0.221
H -4.5484 -0.4259 0.9313 0.038
H -2.5491 -2.2615 0.9781 0.041
H -3.4448 -1.3261 -3.2257 0.049
H -5.1284 0.1192 -1.6375 0.031
C 0.8948 0.2162 -0.1533 -0.144
C 1.4939 -0.4267 0.7395 -0.149
C 2.3529 -1.0687 1.6131 -0.281
C 3.7176 -0.9518 1.2870 -0.060
C 4.6555 -1.2503 2.2511 -0.133
C 4.2656 -1.6623 3.5289 -0.142
C 2.9003 -1.8080 3.8372 -0.126
C 1.9195 -1.5121 2.8964 -0.037
H 3.9713 -0.5819 0.2888 0.114
H 5.6872 -1.1329 1.9780 0.078
H 5.0354 -1.8516 4.2708 0.073
H 2.6353 -2.1255 4.8398 0.082
H 0.8523 -1.5847 3.1727 0.118
```

=====

(4)
The following is a quantum chemistry calculation of C18H15Co2O7S as an isolated structure in a non-equilibrium geometry, from the OMol25 dataset.

- Total charge: -1
- Molecular weight: 493.24 Da
- Calculated total energy: -119322.41204 eV
- Energy above the lowest of the compared OMol25 structures with the same formula, charge and spin: 3.653 eV
- HOMO-LUMO gap: 4.306 eV

Structure (XYZ):
```
43
Properties=species:S:1:pos:R:3:lowdin_charge:R:1
O 0.4125 -0.7129 0.3969 -0.023
C 0.4403 -1.3052 -0.6224 -0.178
Co 0.2475 -2.0414 -2.1409 0.117
C 1.9567 -1.6572 -2.2840 -0.186
O 3.0941 -1.4295 -2.2279 0.083
C -0.6561 -3.5262 -1.8766 -0.189
O -1.2147 -4.4894 -1.5554 0.056
C -0.9245 1.5951 -1.1747 -0.176
C 0.1936 2.4763 -1.2535 -0.207
C 0.9866 2.7720 -0.1230 -0.024
C 2.1508 3.5166 -0.2865 -0.099
C 2.5294 3.9860 -1.5533 -0.116
C 1.7067 3.7357 -2.6611 -0.107
C 0.5392 2.9944 -2.5137 -0.040
C -1.2989 0.3873 -1.5727 -0.311
C -1.0637 -0.6680 -2.5363 -0.159
Co -2.5319 1.1384 -0.5407 0.049
C -2.5566 1.6927 1.1578 -0.148
O -2.6153 1.9819 2.2835 0.062
C -3.4244 -0.3630 -0.6022 -0.180
O -3.9841 -1.3633 -0.7165 0.098
C -3.7964 2.1762 -1.1828 -0.166
O -4.6918 2.8323 -1.5446 0.055
H 0.6865 2.3867 0.8523 0.115
H 2.7814 3.7211 0.5776 0.095
H 3.4538 4.5518 -1.6888 0.088
H 1.9788 4.0883 -3.6561 0.092
H -0.1195 2.7787 -3.3599 0.116
H -1.9952 -1.1355 -2.9078 0.071
H -0.4728 -0.3144 -3.4267 0.098
C 0.7022 -2.2051 4.5476 -0.212
S 0.9000 -1.8235 2.8125 0.692
C 1.2066 -3.4472 2.1019 -0.146
C -0.5047 -1.2485 2.0741 -0.285
O 2.0565 -0.9361 2.6624 -0.382
H -0.0639 -2.9763 4.6652 0.058
H 1.6716 -2.5699 4.9115 0.053
H 0.4267 -1.2927 5.0886 0.068
H 0.5720 -4.1542 2.6584 0.066
H 0.9405 -3.3890 1.0345 0.057
H 2.2835 -3.6286 2.2473 0.077
H -1.2480 -1.9197 1.6785 0.045
H -0.7549 -0.2144 2.2578 0.027
```

=====

(5)
The following is a quantum chemistry calculation of C18H15CuN as an isolated structure in a non-equilibrium geometry, from the OMol25 dataset.

- Total charge: -1
- Molecular weight: 308.87 Da
- Calculated total energy: -65037.33154 eV
- HOMO-LUMO gap: 3.447 eV

Structure (XYZ):
```
35
Properties=species:S:1:pos:R:3:lowdin_charge:R:1
Cu -0.3570 -0.4663 0.7202 0.276
C 1.3669 0.0529 1.1168 -0.224
C 2.2776 0.5663 1.7711 -0.261
C 3.3433 1.1386 2.5019 -0.226
C 3.3641 0.9309 3.9315 -0.192
C 4.5220 1.0983 4.7380 -0.071
C 4.5127 0.8583 6.1017 -0.139
C 3.3609 0.4255 6.7549 -0.162
C 2.2206 0.2158 5.9820 -0.140
C 2.2176 0.4519 4.6181 -0.057
C 4.3150 1.9313 1.7617 -0.191
C 4.4996 1.7178 0.3762 -0.054
C 5.3722 2.4831 -0.3784 -0.130
C 6.1148 3.5096 0.1996 -0.157
C 5.9378 3.7563 1.5576 -0.134
C 5.0628 2.9964 2.3187 -0.070
H 5.4514 1.3806 4.2641 0.089
H 5.4287 0.9940 6.6694 0.084
H 3.3563 0.2399 7.8225 0.071
H 1.3125 -0.1420 6.4590 0.081
H 1.3224 0.2695 4.0369 0.080
H 3.9244 0.9296 -0.0940 0.092
H 5.4807 2.2735 -1.4382 0.085
H 6.7985 4.1071 -0.3914 0.073
H 6.4791 4.5711 2.0293 0.084
H 4.9194 3.2476 3.3602 0.091
C -5.4122 -1.2325 1.8497 -0.093
C -4.0801 -0.7486 2.4385 -0.202
C -2.9931 -0.7689 1.4671 -0.147
N -2.1408 -0.7674 0.7046 0.073
H -6.1318 -1.3800 2.6523 0.072
H -5.2877 -2.1746 1.3178 0.078
H -5.8166 -0.4998 1.1522 0.078
H -3.7819 -1.3693 3.2832 0.122
H -4.1683 0.2717 2.8091 0.122
```